{
  "formula": "C30H42F8N6O36",
  "method": "wB97M-V/def2-TZVPD",
  "multiplicity": 1,
  "symbols": ["C", "N", "O", "O", "H", "H", "H", "C", "N", "O", "O", "H", "H", "H", "C", "N", "O", "O", "H", "H", "H", "C", "N", "O", "O", "H", "H", "H", "C", "N", "O", "O", "H", "H", "H", "C", "N", "O", "O", "H", "H", "H", "C", "C", "O", "C", "O", "O", "F", "H", "H", "H", "C", "C", "O", "C", "O", "O", "F", "H", "H", "H", "C", "C", "O", "C", "O", "O", "F", "H", "H", "H", "C", "C", "O", "C", "O", "O", "F", "H", "H", "H", "C", "C", "O", "C", "O", "O", "F", "H", "H", "H", "C", "C", "O", "C", "O", "O", "F", "H", "H", "H", "C", "C", "O", "C", "O", "O", "F", "H", "H", "H", "C", "C", "O", "C", "O", "O", "F", "H", "H", "H"],
  "xyz": [[-0.1783, 6.6960, -1.5489], [0.4924, 5.5826, -2.2515], [1.4984, 5.7971, -2.9058], [0.0375, 4.4862, -2.0823], [-1.1857, 6.6898, -1.9650], [0.3418, 7.6525, -1.6018], [-0.3700, 6.4254, -0.5106], [-7.5391, -0.9142, -2.8558], [-6.1040, -0.8963, -3.2207], [-5.3539, -0.2535, -2.4725], [-5.7177, -1.5835, -4.1613], [-8.0604, -1.3123, -3.7264], [-7.9545, 0.0357, -2.5193], [-7.5834, -1.6988, -2.1004], [-1.5075, 3.9954, 4.6961], [-1.1259, 5.3723, 5.2078], [-0.9874, 6.2504, 4.3805], [-0.9583, 5.5567, 6.4391], [-1.6706, 3.3478, 5.5576], [-0.6523, 3.5925, 4.1535], [-2.3446, 4.0228, 3.9985], [-4.7621, 4.6937, -1.5671], [-4.3781, 4.4718, -0.1341], [-4.1727, 5.4475, 0.5581], [-4.2632, 3.2791, 0.1625], [-3.8044, 4.8414, -2.0663], [-5.4415, 5.5410, -1.6597], [-5.1863, 3.7622, -1.9418], [3.5415, -6.7175, -1.4040], [3.2884, -5.2175, -1.3761], [3.5463, -4.7029, -2.4324], [2.5371, -4.6879, -0.5624], [3.5931, -7.1767, -2.3913], [2.7834, -7.2454, -0.8255], [4.4817, -6.9546, -0.9062], [4.2075, 2.4366, -1.8596], [5.1574, 1.3212, -1.5732], [4.7948, 0.1802, -1.9335], [6.1080, 1.6100, -0.8898], [3.6133, 2.4618, -0.9461], [3.6124, 2.2813, -2.7595], [4.8991, 3.2736, -1.7636], [-1.0502, 0.3223, 0.1275], [-0.0095, -0.7612, -0.0623], [1.1029, -0.4557, 0.7856], [0.8275, 0.6797, 1.4246], [1.5276, 1.2455, 2.2604], [-0.3301, 1.1647, 0.9513], [0.5892, -0.6392, -1.2496], [-1.9536, 0.0116, 0.6523], [-1.4197, 0.7568, -0.8013], [-0.4066, -1.7731, 0.0180], [-6.8929, 0.2094, 1.8150], [-8.2503, 0.0038, 2.4101], [-8.2920, -1.3132, 2.9438], [-7.4563, -1.9932, 2.1269], [-7.3871, -3.2468, 1.9625], [-6.5881, -1.1216, 1.4073], [-9.2521, 0.1184, 1.5597], [-6.1722, 0.4798, 2.5868], [-6.9557, 0.9084, 0.9810], [-8.4030, 0.6369, 3.2841], [-1.1377, 2.4271, -6.2348], [-1.8114, 1.1706, -6.8189], [-1.6733, 1.5435, -8.2008], [-1.7575, 2.9329, -8.3335], [-1.8954, 3.5766, -9.3675], [-1.6008, 3.4708, -7.0544], [-3.0776, 1.1529, -6.5254], [-0.0655, 2.2418, -6.2999], [-1.3298, 2.4875, -5.1635], [-1.3921, 0.2181, -6.4949], [-1.9046, -6.6189, 0.7184], [-1.8796, -8.1216, 1.0298], [-1.9703, -8.1499, 2.4647], [-1.8747, -6.9738, 2.9646], [-1.9994, -6.7207, 4.1669], [-1.6446, -6.0801, 1.9897], [-0.7329, -8.6997, 0.6153], [-2.9560, -6.4316, 0.5004], [-1.1582, -6.2772, 0.0013], [-2.6446, -8.7298, 0.5473], [5.2797, 4.0343, 3.3415], [4.3781, 4.7476, 4.2725], [3.6275, 5.4945, 3.3477], [4.2141, 5.5585, 2.0948], [3.7539, 6.2391, 1.1889], [5.3029, 4.7994, 2.1640], [5.0664, 5.5089, 5.0948], [4.8187, 3.0543, 3.2188], [6.2885, 3.7536, 3.6442], [3.7172, 4.1336, 4.8843], [5.3087, -2.3284, 2.5859], [6.6277, -2.6411, 3.2615], [6.2419, -2.4356, 4.6166], [5.2108, -1.5332, 4.6676], [4.8376, -0.9228, 5.6996], [4.7865, -1.3384, 3.4215], [7.5512, -1.7505, 2.8450], [4.6287, -3.1776, 2.5185], [5.4948, -1.9462, 1.5822], [7.0160, -3.6374, 3.0501], [3.5973, -1.6667, -6.2951], [4.7887, -2.6404, -6.5076], [5.8326, -1.8384, -7.0344], [5.4757, -0.6534, -7.0033], [6.2167, 0.2584, -7.4909], [4.3518, -0.5317, -6.3189], [4.4176, -3.5215, -7.4372], [2.9411, -1.8861, -5.4528], [2.8379, -1.7173, -7.0754], [5.0644, -3.1974, -5.6120], [-0.3697, -2.6465, 6.6411], [0.3053, -2.4172, 5.3145], [-0.6477, -2.2547, 4.3335], [-1.8237, -1.8903, 4.9580], [-2.9316, -1.5175, 4.4928], [-1.6141, -2.0395, 6.3048], [1.0681, -3.4939, 4.9945], [0.0920, -2.1998, 7.5216], [-0.5307, -3.6948, 6.8927], [0.8240, -1.4591, 5.3464]]
}

{
  "formula": "C30H42N6O12",
  "method": "wB97M-V/def2-TZVPD",
  "multiplicity": 1,
  "relative_energy_ev": 2.361,
  "symbols": ["C", "N", "O", "O", "H", "H", "H", "C", "N", "O", "O", "H", "H", "H", "C", "N", "O", "O", "H", "H", "H", "C", "N", "O", "O", "H", "H", "H", "C", "N", "O", "O", "H", "H", "H", "C", "N", "O", "O", "H", "H", "H", "C", "C", "C", "C", "C", "C", "H", "H", "H", "H", "H", "H", "C", "C", "C", "C", "C", "C", "H", "H", "H", "H", "H", "H", "C", "C", "C", "C", "C", "C", "H", "H", "H", "H", "H", "H", "C", "C", "C", "C", "C", "C", "H", "H", "H", "H", "H", "H"],
  "xyz": [[4.2259, 1.0214, 2.2631], [4.4134, 1.6376, 3.5720], [4.7577, 0.8956, 4.4640], [4.1388, 2.8440, 3.7716], [5.0682, 1.2185, 1.6000], [3.2736, 1.3831, 1.8754], [4.0639, -0.0338, 2.4832], [-0.1219, -0.2642, 1.6888], [0.2218, -0.1585, 0.2043], [1.2957, -0.6164, -0.2397], [-0.5736, 0.5000, -0.5067], [0.6952, 0.2343, 2.2101], [-0.1440, -1.3423, 1.8479], [-1.0982, 0.1206, 1.9837], [3.0082, -3.2796, 4.1838], [1.6537, -2.6674, 3.8910], [1.1402, -3.0664, 2.8815], [1.1490, -1.8080, 4.5396], [3.3705, -3.4625, 3.1722], [2.7821, -4.2323, 4.6627], [3.6246, -2.6089, 4.7824], [-2.5534, -2.4479, 3.6040], [-2.3452, -2.7917, 4.9689], [-2.4538, -3.9722, 5.2489], [-2.1546, -1.8012, 5.7630], [-2.0025, -1.5219, 3.4394], [-3.6333, -2.4199, 3.4586], [-2.1867, -3.2330, 2.9427], [-1.0973, -0.1077, -4.0799], [-1.7517, 0.7253, -5.0631], [-2.6543, 0.1790, -5.6555], [-1.4303, 1.9294, -5.2020], [-0.0418, 0.1338, -4.2047], [-1.2047, -1.1769, -4.2625], [-1.5563, 0.1341, -3.1212], [-1.4074, 3.9888, 1.1232], [-0.1629, 3.2038, 1.3413], [0.6871, 3.1956, 0.4637], [-0.0026, 2.6709, 2.4443], [-1.6463, 4.6869, 1.9255], [-2.2675, 3.3198, 1.1473], [-1.3664, 4.5580, 0.1945], [-3.0978, 3.3098, -3.1390], [-4.1452, 3.8924, -3.8092], [-5.4454, 3.8227, -3.3023], [-5.6848, 3.0950, -2.1618], [-4.6630, 2.5180, -1.4440], [-3.3610, 2.7339, -1.8849], [-2.0974, 3.3062, -3.5460], [-3.8201, 4.5008, -4.6402], [-6.2740, 4.3505, -3.7510], [-6.7124, 2.9634, -1.8565], [-4.8815, 1.8846, -0.5969], [-2.5747, 2.2576, -1.3182], [-3.6396, -0.2619, 0.5701], [-3.6363, -1.2357, -0.4199], [-4.6353, -2.1970, -0.4269], [-5.6018, -2.1900, 0.5813], [-5.6269, -1.1640, 1.4878], [-4.5954, -0.2260, 1.5673], [-2.9152, 0.5389, 0.5879], [-2.8906, -1.0557, -1.1801], [-4.8329, -2.9885, -1.1347], [-6.2998, -3.0132, 0.6203], [-6.4697, -1.2488, 2.1578], [-4.6143, 0.5688, 2.2983], [4.8901, -4.1488, -0.9306], [6.2140, -3.5830, -0.9773], [6.4341, -2.4554, -0.1059], [5.4510, -1.8881, 0.6532], [4.2090, -2.3936, 0.6002], [3.8265, -3.5016, -0.1895], [4.5943, -4.9813, -1.5517], [7.0303, -4.0677, -1.4921], [7.3930, -1.9762, 0.0258], [5.6204, -1.0701, 1.3377], [3.4210, -1.9829, 1.2141], [2.7757, -3.7509, -0.2020], [1.6938, 1.9576, -2.2741], [2.8315, 1.5586, -1.5685], [3.8290, 0.8400, -2.2240], [3.7534, 0.6119, -3.6188], [2.6713, 1.1474, -4.3387], [1.6646, 1.7839, -3.6547], [0.8301, 2.4850, -1.8971], [2.9001, 1.7978, -0.5176], [4.6823, 0.5898, -1.6111], [4.6350, 0.1872, -4.0756], [2.5678, 0.9187, -5.3892], [0.8840, 2.1924, -4.2793]]
}

Computed values of gap between HOMO and LUMO (unit: eV) for the preceding records, in sequence: 9.98; 8.70.
Computed values of E (unit: eV) for the preceding records, in sequence: -136160.2190; -65282.6553.
Computed values of HOMO energy (unit: eV) for the preceding records, in sequence: -10.72; -9.09.